No. 1
The following is a quantum chemistry calculation of a 2-piece molecular cluster, C7H11NO2 overall, from the OMol25 dataset.

```
21
Properties=species:S:1:pos:R:3:forces:R:3:nbo_charge:R:1
C 1.3988 -0.3034 2.1418 0.1 0.0 0.1 -0.729
C 1.4902 0.4540 0.8603 0.0 0.0 0.3 0.529
O 1.5621 1.6578 0.7658 0.1 -0.2 0.0 -0.540
C 1.4884 -0.4167 -0.4062 0.1 0.2 -0.5 0.568
N 1.4617 0.3274 -1.5226 0.0 0.2 -0.2 -0.800
O 1.5302 -1.6287 -0.3750 0.0 -0.2 0.2 -0.605
H 1.8111 -1.3002 2.0108 0.0 0.0 0.1 0.254
H 0.3436 -0.4017 2.3959 -0.1 0.0 0.0 0.252
H 1.8957 0.2344 2.9448 0.0 0.1 0.0 0.238
H 1.4366 -0.1003 -2.4322 0.0 -0.1 0.1 0.406
H 1.4145 1.3296 -1.4298 0.0 -0.1 0.0 0.419
C -1.5391 1.9651 0.2574 0.0 0.5 0.1 -0.496
C -1.5818 0.6823 0.0902 -0.1 -0.2 0.1 0.076
C -1.6336 -0.6025 -0.0876 0.0 -0.3 -0.1 -0.279
C -1.5886 -1.2868 -1.4196 0.0 0.1 0.0 -0.634
H -0.6058 2.4885 0.4026 0.2 0.0 0.0 0.233
H -2.4344 2.5667 0.2772 -0.2 0.0 0.0 0.220
H -1.7167 -1.2613 0.7686 0.0 0.1 0.2 0.222
H -0.7191 -1.9425 -1.4615 0.0 -0.1 -0.1 0.235
H -1.5348 -0.5615 -2.2281 0.0 0.0 -0.1 0.212
H -2.4792 -1.9001 -1.5527 0.0 0.0 -0.1 0.218
```
Positions in Å, forces in eV/Å.

Properties
- Energy relative to the best compared isomer or geometry (same formula, charge and spin): 2.018 eV
- SMILES: CC(=O)C(N)=O.C=C=CC
- Charge: 0
- 2S+1: 1
- HOMO-LUMO gap: 9.849 eV


No. 2
The following is a quantum chemistry calculation of C7H11NO2S2 as an isolated structure at a distorted geometry, from the OMol25 dataset.

```
23
Properties=species:S:1:pos:R:3:forces:R:3:nbo_charge:R:1
C 0.5159 -0.7393 1.9449 0.4 0.6 0.1 -0.578
C -0.6408 -1.2104 1.3574 -0.3 0.4 -0.2 0.068
C -0.9797 -2.6455 1.6758 0.1 -0.1 0.0 0.750
C 0.4902 1.5174 0.3688 0.4 0.2 0.6 -0.231
C 0.0360 1.5913 -2.1189 0.0 -0.1 0.2 -0.604
C 1.5992 -0.1282 -1.1341 -0.1 0.0 0.1 -0.593
C 0.3848 0.7701 -0.8836 0.2 -0.1 -0.4 -0.398
N -1.3948 -0.4309 0.6088 -1.0 -0.7 0.3 -0.765
O -0.1565 -3.4948 1.8763 -0.3 0.1 0.0 -0.551
O -2.2971 -2.9195 1.7238 -0.3 -0.2 0.0 -0.666
S 0.9769 0.9061 1.8778 -0.4 -0.2 -0.7 0.593
S 0.0566 3.2002 0.5409 0.0 -0.2 0.2 0.138
H 1.1112 -1.3595 2.5875 0.2 -0.1 0.1 0.259
H -0.1420 0.9115 -2.9489 0.0 0.0 -0.1 0.225
H 0.8518 2.2564 -2.4034 0.0 0.1 -0.1 0.200
H -0.8714 2.1703 -1.9648 -0.1 0.1 -0.1 0.216
H 2.4837 0.4740 -1.3331 0.1 0.0 0.0 0.204
H 1.4174 -0.7622 -1.9981 0.0 -0.1 -0.1 0.216
H 1.7967 -0.7731 -0.2825 0.1 -0.1 0.0 0.229
H -0.4969 0.0811 -0.6621 0.3 0.3 0.0 0.335
H -2.8359 -2.1208 1.5993 0.3 -0.1 0.1 0.487
H -2.2456 -0.8835 0.2727 0.1 -0.1 0.1 0.338
H 0.3402 3.5894 -0.7044 0.1 0.0 -0.1 0.127
```
Positions in Å, forces in eV/Å.

Properties
- Energy relative to the best compared isomer or geometry (same formula, charge and spin): 2.637 eV
- Charge: 0
- 2S+1: 1
- HOMO-LUMO gap (spin up / spin down): 7.112 / 7.116 eV


No. 3
The following is a quantum chemistry calculation of a 2-piece molecular cluster, C7H11NO3 overall at a distorted geometry, from the OMol25 dataset.

```
22
Properties=species:S:1:pos:R:3:forces:R:3:nbo_charge:R:1
C -0.0846 -0.2673 -3.6346 -2.1 0.4 -0.9 -0.664
C 0.3436 0.1215 -2.2573 -1.0 0.4 -0.7 -0.107
C -0.4838 0.2020 -1.2353 -1.2 0.4 1.2 -0.316
C -0.1963 0.8974 0.0895 0.3 0.0 -2.2 0.775
O -0.9242 1.6860 0.6438 0.0 -0.6 0.2 -0.607
O 1.0815 0.6867 0.4193 -1.1 0.4 -0.4 -0.501
C 1.5457 1.4716 1.5008 0.9 -1.7 -0.6 -0.253
H -1.1968 -0.0006 -3.8741 1.5 -1.3 1.0 0.216
H 0.1621 -1.3569 -3.7493 -0.3 1.1 -0.7 0.241
H 0.3097 0.4508 -4.3840 0.8 -1.0 0.3 0.225
H 1.3389 0.4518 -2.2515 1.4 0.3 0.7 0.202
H -1.5255 -0.1004 -1.3843 0.3 0.2 0.1 0.215
H 1.1723 1.0416 2.3731 -0.5 -0.4 1.7 0.175
H 1.4102 2.5039 1.5044 -0.7 1.7 -0.6 0.196
H 2.5548 1.2275 1.3684 1.9 0.2 0.7 0.195
C -1.0244 -0.8363 2.8626 0.7 3.5 1.4 -0.727
C -0.9088 -1.5961 1.6527 0.1 0.0 0.4 0.191
N -0.4403 -2.1581 0.7685 0.2 -0.8 0.3 0.207
O 0.0288 -2.8741 -0.0739 0.1 0.0 -0.8 -0.430
H -1.3893 0.2151 2.5961 0.5 -1.2 0.2 0.272
H -0.0403 -0.6293 3.4461 -1.3 -0.8 -1.3 0.242
H -1.7334 -1.1369 3.6189 -0.3 -0.8 -0.1 0.252
```
Positions in Å, forces in eV/Å.

Properties
- Energy relative to the best compared isomer or geometry (same formula, charge and spin): 5.019 eV
- SMILES: C/C=C/C(=O)OC.CC#[N+][O-]
- Charge: 0
- 2S+1: 1
- HOMO-LUMO gap: 10.206 eV


No. 4
The following is a quantum chemistry calculation of one molecule with the formula C7H11NO3Si at a distorted geometry, from the OMol25 dataset.

```
23
Properties=species:S:1:pos:R:3:forces:R:3:nbo_charge:R:1
C -1.6414 0.1152 -4.0968 4.3 -1.8 -4.7 -0.195
C -2.2064 0.5061 -2.9543 -0.4 0.9 6.6 -0.203
C -0.1253 -0.1888 -3.7399 -4.3 0.7 -2.8 0.536
C -1.1432 0.3597 -1.9046 -5.2 1.4 -2.5 0.493
C 2.0735 -1.0774 -0.6267 -4.6 -0.5 -3.4 -0.237
C 0.3903 1.9476 1.1357 2.4 -0.1 1.1 -1.171
C -1.4545 -0.5785 1.7511 2.2 -2.1 -0.5 -1.142
N -0.0312 0.0181 -2.4391 3.5 -0.5 1.4 -0.428
O 0.6643 -0.6508 -4.5070 1.7 -0.6 -0.9 -0.533
O -1.3076 0.6857 -0.6722 0.0 0.3 1.2 -0.789
O 0.7513 -0.8684 -0.0266 1.5 0.0 1.1 -0.934
Si -0.2243 0.2546 0.5768 -0.7 0.1 0.7 2.090
H -2.0016 -0.0032 -5.1329 0.0 0.0 1.0 0.224
H -3.2042 0.8489 -2.7161 0.1 0.1 -0.2 0.223
H 2.0625 -2.1942 -0.6988 0.6 1.1 -0.6 0.195
H 1.9343 -0.4487 -1.6031 0.9 -2.0 1.3 0.223
H 2.9039 -0.7407 -0.1536 2.1 1.2 2.3 0.170
H 1.4470 2.0370 1.7052 -2.5 -0.5 -1.1 0.251
H 0.5235 2.5651 0.2549 0.0 0.1 -0.3 0.247
H -0.3830 2.4326 1.7418 0.2 -0.1 0.0 0.249
H -2.4326 -0.4423 1.3420 -0.7 -0.6 -0.5 0.246
H -1.0940 -1.6985 1.9396 -1.2 2.3 -0.6 0.253
H -1.5244 -0.1001 2.6842 0.3 0.6 1.5 0.233
```
Positions in Å, forces in eV/Å.

Properties
- Charge: 0
- 2S+1: 3
- HOMO-LUMO gap (spin up / spin down): 7.452 / 6.032 eV


No. 5
The following is a quantum chemistry calculation of an isolated ion of composition C7H11NO4S and charge -2 at a distorted geometry, from the OMol25 dataset.

```
24
Properties=species:S:1:pos:R:3:forces:R:3:nbo_charge:R:1
C -0.6850 -2.1601 0.6899 -0.4 -0.4 0.2 -0.500
C -0.2560 -1.0289 0.1639 2.0 0.7 -0.7 0.007
C 1.3938 -0.8694 -0.2461 -3.1 -1.7 0.2 0.649
O 1.7905 -1.7312 -1.0229 0.3 -0.4 -0.4 -0.725
N 1.8860 0.1306 0.3821 1.3 1.0 0.4 -0.962
S 3.5258 0.4229 0.2140 1.1 1.1 0.2 2.485
O 3.9066 0.4809 -1.2102 -0.4 -0.2 0.4 -1.057
O 4.2611 -0.6072 0.9707 -0.4 0.1 -0.3 -1.063
O 3.6814 1.7567 0.8430 -0.2 -0.5 -0.1 -1.082
C -1.0893 0.2031 -0.0983 -0.5 0.2 0.0 -0.115
C -0.6475 0.8164 -1.4337 0.0 -0.1 0.1 -0.609
C -2.6034 -0.0724 -0.1644 0.4 0.0 0.1 -0.600
C -0.7918 1.2051 1.0229 0.1 0.0 -0.1 -0.624
H -1.7139 -2.3553 0.9988 0.0 0.2 -0.1 0.150
H -0.0005 -2.9814 0.8414 0.2 -0.1 0.0 0.197
H -1.2414 1.7013 -1.6759 -0.1 0.1 0.0 0.171
H 0.4001 1.0928 -1.3569 0.1 0.1 -0.1 0.261
H -0.7485 0.0896 -2.2370 0.0 -0.1 -0.2 0.199
H -2.9677 -0.4927 0.7714 -0.1 -0.1 0.1 0.191
H -2.8286 -0.7721 -0.9678 -0.1 -0.1 -0.1 0.195
H -3.1453 0.8569 -0.3523 0.0 0.1 0.0 0.183
H -1.1929 2.1924 0.7821 -0.1 0.1 -0.1 0.169
H 0.2943 1.2524 1.1224 0.0 0.2 0.1 0.301
H -1.2277 0.8698 1.9628 -0.1 -0.1 0.2 0.179
```
Positions in Å, forces in eV/Å.

Properties
- Energy relative to the best compared isomer or geometry (same formula, charge and spin): 0.000 eV
- SMILES: C=C(C(=O)N=S(=O)([O-])[O-])C(C)(C)C
- Charge: -2
- 2S+1: 1
- HOMO-LUMO gap: 6.129 eV


No. 6
The following is a quantum chemistry calculation of one molecule with the formula C7H11NO4S2 at a distorted geometry, from the OMol25 dataset.

```
25
Properties=species:S:1:pos:R:3:forces:R:3:nbo_charge:R:1
C -0.0096 1.5926 1.4686 0.7 0.4 -0.7 -0.662
C -0.4002 0.0810 1.3290 2.4 1.2 1.3 -0.268
S 1.4111 -0.6207 1.5007 -1.0 -0.4 1.4 0.484
C 2.0769 -0.5842 0.0304 0.0 1.3 -1.2 -0.485
S 3.4382 0.6421 -0.3055 1.3 -0.7 4.4 1.794
O 4.4502 0.5993 0.7928 -2.0 0.3 -1.8 -0.894
O 3.9072 0.4629 -1.6200 0.8 -0.1 -2.6 -0.914
C 1.1476 -0.7463 -1.1312 -0.9 3.0 -0.2 -0.305
N -0.2041 -0.1308 -1.0915 -0.3 -0.7 -0.1 -0.651
C -1.0629 -0.2987 0.0503 -1.2 -0.1 0.1 -0.038
C -2.3343 0.5962 -0.1990 -1.4 -2.8 -0.5 -0.607
C -1.5100 -1.7940 0.1128 -0.4 0.5 1.1 0.784
O -1.8620 -2.3403 1.1253 0.4 0.3 -0.1 -0.565
O -1.5089 -2.4345 -1.0380 -0.6 1.2 -2.8 -0.665
H 0.5450 1.7623 0.5155 0.0 0.2 0.6 0.203
H 0.7491 1.7724 2.2887 -1.1 -0.3 -0.8 0.245
H -0.7516 2.4350 1.4620 0.1 -1.3 0.4 0.234
H -0.7637 -0.4031 2.2132 -0.9 0.0 0.3 0.256
H 1.4688 -0.3067 -2.0605 1.1 -0.3 -0.2 0.248
H 1.1637 -1.7848 -1.1977 -0.8 -2.1 -0.6 0.237
H -0.2883 0.8164 -1.4309 0.7 -0.1 -0.2 0.387
H -2.1118 1.5730 -0.4372 1.0 2.3 -0.4 0.212
H -3.1473 0.6553 0.5502 0.9 -0.5 0.1 0.246
H -2.8446 0.2024 -1.1144 0.4 0.2 0.6 0.217
H -1.5584 -1.7468 -1.8137 0.7 -1.6 2.0 0.510
```
Positions in Å, forces in eV/Å.

Properties
- Energy relative to the best compared isomer or geometry (same formula, charge and spin): 1.737 eV
- SMILES: C[C@@H]1SC(=S(=O)=O)CN[C@@]1(C)C(=O)O
- Charge: 0
- 2S+1: 1
- HOMO-LUMO gap (spin up / spin down): 7.207 / 7.212 eV